No. 1
{"formula": "C25H20BrCl5F5N2O4TeV", "method": "ωB97M-V with the def2-TZVPD basis set", "symbols": ["O", "F", "F", "C", "H", "C", "H", "C", "H", "C", "H", "Cl", "C", "C", "C", "H", "H", "H", "H", "Cl", "F", "C", "C", "H", "C", "C", "C", "C", "O", "C", "C", "Te", "H", "H", "C", "C", "Cl", "F", "H", "N", "H", "C", "H", "O", "H", "Cl", "C", "C", "N", "O", "C", "C", "C", "C", "H", "V", "Br", "H", "C", "H", "H", "H", "Cl", "F"], "positions_angstrom": [[-0.8495, 0.4676, -1.8269], [-2.3877, -1.3626, 2.7695], [-5.5113, 0.2677, 0.9424], [0.8789, -0.3167, -3.3334], [3.5051, -0.6250, -5.4802], [2.1168, -0.1011, -3.9266], [3.5381, -0.2871, 2.5127], [2.5356, -0.8160, -5.0380], [-4.1491, -0.4565, -1.2927], [2.3339, -0.8200, 4.2200], [-1.6178, -3.5003, -0.3000], [-0.1684, 7.2521, -2.5304], [-1.5329, 4.9259, -2.2425], [0.5146, 0.4790, -2.0931], [-1.7316, 3.6628, -1.6866], [3.4961, -2.7122, 6.8106], [1.2529, -1.1132, -1.0529], [-3.8782, -2.1815, -1.6535], [-0.2706, -2.3675, -0.0905], [-2.6232, 5.5737, -3.4156], [-3.4474, 2.2423, 2.5026], [0.0313, -1.2974, -3.8765], [4.6268, -1.5475, 3.8461], [0.4659, 0.1216, 4.6874], [0.4604, 5.1598, -0.9297], [1.1766, -0.1487, 1.3531], [4.6416, -2.2311, 5.0553], [1.1320, -0.1077, 3.8648], [-2.8735, 0.9246, 0.1169], [-4.2573, -1.4691, -0.9148], [3.5024, -0.8525, 3.4333], [-3.8930, -0.1908, 1.9756], [5.5093, -1.5434, 3.2164], [-1.2110, -2.8866, 1.3334], [2.3813, -1.5004, 5.4539], [-0.8750, 3.1028, -0.7298], [1.8383, 6.0961, -0.4667], [-3.6929, -2.8959, 0.8483], [5.5221, -2.7780, 5.3693], [0.6413, 0.2956, 0.2212], [2.7612, 0.6556, -3.4921], [-3.4552, -1.6278, 0.3497], [1.9894, -2.3467, -6.4446], [-1.1642, -1.6076, -3.3496], [1.9854, -0.8704, 1.3020], [-3.1063, 2.7771, -2.2572], [1.6863, -1.7766, -5.5738], [-0.4318, 5.6827, -1.8560], [1.2813, -0.0947, -0.9784], [-2.0717, -1.4992, 0.0561], [0.4505, -2.0137, -5.0018], [0.7067, 0.2530, 2.5999], [0.2258, 3.8903, -0.3970], [3.5058, -2.1920, 5.8594], [-5.3100, -1.6597, -0.7147], [-1.2414, 1.0503, -0.0185], [-0.8266, 1.4246, 2.5580], [-1.3228, -0.9498, -2.6136], [-1.2607, -2.6413, 0.2724], [0.8577, 1.5196, -2.1980], [-0.2233, -2.7611, -5.4019], [1.5001, -1.4868, 6.0849], [1.4162, 3.2941, 0.7278], [-5.0835, -1.4829, 2.8346]], "atomic_forces_ev_per_a": [[0.1, -0.1, 0.1], [0.0, 0.1, 0.1], [0.0, -0.1, 0.0], [0.0, 0.1, -0.1], [0.0, 0.0, 0.0], [0.0, 0.1, 0.0], [0.0, 0.0, 0.0], [0.0, 0.0, 0.0], [0.0, 0.0, 0.0], [0.0, 0.0, 0.0], [0.0, 0.0, 0.0], [0.0, 0.0, 0.0], [0.1, 0.0, 0.1], [0.0, -0.2, 0.0], [0.0, -0.1, 0.0], [0.0, 0.0, 0.0], [-0.1, 0.0, 0.0], [0.0, 0.0, 0.0], [0.0, 0.0, 0.0], [0.0, 0.0, 0.0], [0.2, 0.0, 0.1], [0.2, 0.0, 0.0], [0.0, 0.0, 0.0], [0.0, 0.0, 0.0], [-0.1, 0.0, -0.1], [0.2, 0.1, 0.2], [0.0, 0.0, 0.0], [0.0, -0.1, 0.0], [1.7, 0.3, 0.3], [0.0, 0.0, 0.0], [0.0, 0.0, 0.0], [-0.3, -0.1, 0.1], [0.0, 0.0, 0.0], [0.0, 0.0, 0.0], [0.0, 0.0, 0.0], [-0.1, -0.3, 0.1], [0.1, 0.0, 0.0], [0.0, -0.1, 0.0], [0.0, 0.0, 0.0], [-0.5, 0.0, -0.1], [0.0, 0.0, 0.0], [0.0, 0.0, 0.0], [0.0, 0.0, 0.0], [-0.1, 0.2, 0.3], [0.0, 0.0, 0.0], [0.0, 0.0, 0.0], [0.0, 0.0, 0.0], [0.0, -0.1, 0.0], [0.2, -0.3, 0.1], [0.0, -0.1, 0.0], [-0.1, 0.0, 0.0], [0.0, 0.2, 0.1], [0.0, 0.0, 0.1], [0.0, 0.0, 0.0], [0.0, 0.0, 0.0], [-1.6, 0.7, -0.9], [-0.1, -0.3, -0.1], [0.0, 0.0, -0.1], [0.1, 0.0, 0.1], [0.0, 0.0, -0.1], [0.0, 0.0, 0.0], [0.0, 0.0, 0.0], [0.0, 0.1, 0.0], [0.0, 0.0, -0.1]], "nbo_charge": [-0.849, -0.757, -0.712, -0.154, 0.197, -0.114, 0.204, -0.297, 0.251, -0.058, 0.171, 0.012, -0.125, 0.238, 0.046, 0.196, 0.336, 0.200, 0.168, 0.017, -0.877, 0.341, -0.230, 0.212, -0.088, -0.047, -0.270, -0.281, -0.853, -0.680, -0.178, 2.356, 0.197, 0.211, -0.205, -0.387, 0.013, -0.381, 0.194, -0.507, 0.203, 0.373, 0.195, -0.690, 0.196, 0.059, -0.205, -0.088, -0.472, -0.593, -0.285, -0.134, -0.059, -0.221, 0.228, 1.488, 0.296, 0.522, -0.234, 0.161, 0.210, 0.205, 0.032, -0.696], "total_charge": -2, "spin_multiplicity": 3, "homo_ev": [-1.35, -2.78], "e_above_lowest_kj_mol": 171.2, "s_squared": 2.05, "e_lumo_ev": [3.893, 3.895]}

***

No. 2
{"formula": "C9H11N3S", "method": "ωB97M-V with the def2-TZVPD basis set", "symbols": ["C", "C", "C", "C", "S", "H", "N", "H", "C", "H", "H", "H", "H", "N", "C", "H", "H", "C", "H", "C", "N", "C", "H", "H"], "positions_angstrom": [[0.8314, 0.3714, 2.0951], [0.5639, -1.9240, 1.3932], [-0.0630, -3.0758, 0.6722], [-0.7493, 1.9995, 1.4241], [1.1467, 1.4778, -1.5741], [-1.3157, 2.7339, 1.9300], [0.1889, 0.0867, -1.1579], [0.4382, 2.8418, -3.3449], [0.4173, -0.9397, -1.9051], [-0.4890, 1.3181, -3.3010], [0.3179, -3.3006, -0.4401], [-2.0621, 1.7049, -0.1138], [-1.1787, -2.5870, 0.4362], [0.4722, -1.8347, -2.5846], [0.5341, 1.7610, -3.2968], [-0.0564, -4.0077, 1.2114], [1.7706, 0.0462, 2.4705], [0.2452, -0.6093, 1.2374], [1.1972, 1.2399, -4.0471], [-0.6240, -0.0378, 0.0662], [0.4619, 1.5921, 2.1465], [-1.2112, 1.3050, 0.3443], [-1.3774, -0.8333, -0.0607], [1.4806, -2.0288, 2.0313]], "atomic_forces_ev_per_a": [[0.0, 1.0, -1.5], [1.3, 1.2, -0.3], [-2.1, 1.9, -3.2], [1.2, -3.3, -0.4], [-0.3, -0.2, -0.2], [-0.1, 1.2, 0.0], [0.3, 1.6, 0.5], [0.2, 0.0, -0.6], [-0.4, 1.1, 1.2], [0.8, 0.4, -0.2], [-0.4, 0.7, 2.6], [-1.2, 0.1, -1.0], [2.5, -2.2, 0.7], [0.5, -3.4, -2.6], [-0.2, -1.1, 0.7], [-0.3, -0.1, 0.3], [0.8, 0.2, 1.2], [-1.1, -0.9, -1.3], [-0.8, 0.9, 0.8], [0.5, -0.5, 0.9], [-1.2, 0.7, 0.0], [1.2, 0.6, 3.3], [-0.1, 0.7, -0.7], [-1.2, -0.5, -0.2]], "nbo_charge": [0.107, -0.091, -0.673, 0.006, 0.416, 0.204, -0.621, 0.235, 0.418, 0.239, 0.273, 0.220, 0.204, -0.398, -0.752, 0.235, 0.180, -0.109, 0.238, -0.101, -0.425, -0.252, 0.237, 0.208], "total_charge": 0, "spin_multiplicity": 1, "homo_ev": -8.82, "e_above_lowest_kj_mol": 310.3, "e_lumo_ev": -0.107}

***

No. 3
{"formula": "CH2NO2P", "method": "ωB97M-V with the def2-TZVPD basis set", "symbols": ["O", "H", "P", "C", "O", "H", "N"], "positions_angstrom": [[-1.6875, -0.2483, 2.0792], [0.0312, 0.3288, -1.6564], [-0.7779, 0.0059, 0.9637], [0.5440, 0.0240, -0.7331], [-0.1006, -1.1061, -0.0861], [1.7218, -0.0281, -0.8499], [0.2690, 1.0237, 0.2826]], "atomic_forces_ev_per_a": [[0.6, 0.2, -0.9], [0.4, -0.6, 0.0], [2.8, -0.3, -1.5], [1.9, 0.8, 0.5], [-1.3, -0.4, 0.2], [-2.5, -0.6, 0.2], [-1.9, 1.0, 1.4]], "nbo_charge": [-0.943, 0.190, 2.167, 0.042, -0.747, 0.204, -0.912], "total_charge": 0, "spin_multiplicity": 1, "homo_ev": -10.45, "e_above_lowest_kj_mol": 148.2, "e_lumo_ev": -0.590}

***

No. 4
{"formula": "C2H7N3", "method": "ωB97M-V with the def2-TZVPD basis set", "symbols": ["N", "H", "H", "H", "C", "H", "H", "N", "H", "C", "N", "H"], "positions_angstrom": [[-1.1439, -0.4581, 0.7707], [1.6612, 0.0703, -0.8290], [-0.1379, -0.3121, -2.2917], [0.8012, 1.5853, -0.3204], [0.9185, 0.4674, -0.0764], [0.8732, 0.7884, 1.9838], [-2.0486, -0.8815, 0.5540], [1.4959, 0.3624, 1.2552], [-1.6767, -0.7773, -1.7179], [-0.4609, -0.1336, -0.2559], [-0.8901, -0.1641, -1.5882], [1.5485, -0.6566, 1.5513]], "atomic_forces_ev_per_a": [[0.3, -0.2, -0.3], [-0.9, 0.2, 0.7], [-1.0, 0.2, 0.9], [0.2, -1.5, 0.2], [0.4, 1.4, -0.2], [0.6, -0.5, -1.2], [0.1, 0.2, -0.2], [-0.4, -1.2, 1.3], [-0.1, 0.0, -0.3], [-0.2, -0.1, -0.2], [1.0, -0.4, -0.2], [-0.1, 1.7, -0.6]], "nbo_charge": [-0.721, 0.197, 0.383, 0.214, -0.285, 0.372, 0.332, -0.826, 0.378, 0.425, -0.831, 0.359], "total_charge": 0, "spin_multiplicity": 1, "homo_ev": -9.42, "e_above_lowest_kj_mol": 28.4, "e_lumo_ev": 0.912}